No. 1
{
  "formula": "C12H20N4",
  "method": "ωB97M-V/def2-TZVPD",
  "total_charge": 0,
  "e_homo_ev": -8.2,
  "e_above_lowest_kcal_mol": 21.53,
  "multiplicity": 1,
  "smiles": "c1ccc(CNCCN2CCNCC2)nc1",
  "species": ["C", "C", "C", "C", "C", "N", "C", "C", "N", "C", "C", "N", "C", "C", "N", "C", "H", "H", "H", "H", "H", "H", "H", "H", "H", "H", "H", "H", "H", "H", "H", "H", "H", "H", "H", "H"],
  "coordinates": [[3.972, 1.359, -0.477], [2.763, 1.980, -0.209], [1.737, 1.232, 0.344], [1.954, -0.117, 0.614], [0.872, -0.986, 1.205], [0.686, -2.176, 0.391], [0.081, -1.953, -0.903], [-1.450, -1.794, -0.900], [-1.913, -0.587, -0.233], [-3.298, -0.700, 0.197], [-3.699, 0.551, 0.985], [-3.527, 1.770, 0.220], [-2.165, 1.844, -0.272], [-1.752, 0.596, -1.061], [3.119, -0.702, 0.367], [4.091, 0.013, -0.164], [4.796, 1.902, -0.912], [2.619, 3.028, -0.428], [0.783, 1.686, 0.566], [1.209, -1.321, 2.191], [-0.050, -0.398, 1.323], [0.153, -2.869, 0.906], [0.562, -1.083, -1.352], [0.315, -2.822, -1.527], [-1.816, -1.840, -1.942], [-1.872, -2.651, -0.364], [-3.396, -1.582, 0.835], [-3.980, -0.823, -0.668], [-4.741, 0.475, 1.302], [-3.066, 0.630, 1.874], [-4.169, 1.765, -0.569], [-2.059, 2.733, -0.896], [-1.516, 1.949, 0.603], [-0.707, 0.680, -1.361], [-2.369, 0.524, -1.979], [5.015, -0.522, -0.343]]
}



No. 2
{
  "formula": "C12H20O",
  "method": "ωB97M-V/def2-TZVPD",
  "total_charge": 1,
  "e_homo_ev": [-13.5, -13.5],
  "e_above_lowest_kcal_mol": 0.00,
  "multiplicity": 2,
  "species": ["C", "C", "C", "C", "C", "C", "C", "C", "O", "H", "H", "H", "H", "H", "H", "H", "H", "H", "H", "C", "C", "C", "C", "H", "H", "H", "H", "H", "H", "H", "H", "H", "H"],
  "coordinates": [[-0.612, 0.311, 0.702], [-2.030, -0.105, 1.136], [-0.240, 1.700, 1.033], [0.993, 1.962, 1.691], [-1.129, 2.766, 0.775], [1.286, 3.228, 2.128], [-0.766, 4.039, 1.077], [0.490, 4.307, 1.695], [0.802, 5.584, 1.783], [0.118, -0.322, 1.207], [-0.514, 0.196, -0.386], [-2.661, 0.741, 1.391], [1.701, 1.165, 1.857], [-2.034, 2.578, 0.215], [2.174, 3.440, 2.716], [-1.336, 4.932, 0.843], [1.692, 5.672, 2.203], [-1.972, -0.838, 1.939], [-2.557, -0.658, 0.356], [0.258, -2.542, -1.630], [-0.783, -3.670, -1.550], [1.397, -2.880, -0.656], [0.885, -2.377, -3.017], [-0.148, -1.570, -1.341], [-0.985, -3.832, -0.497], [-0.420, -4.486, -2.182], [2.028, -3.683, -1.038], [1.982, -1.967, -0.483], [1.129, -3.220, 0.349], [0.100, -2.451, -3.784], [1.290, -1.382, -3.198], [1.568, -3.196, -3.237], [-1.704, -3.443, -2.099]]
}



| no. | E (Eh) |
| --- | --- |
| 1 | -688.25470 |
| 2 | -544.16903 |